(1)
{"formula": "C33H42F4LaN3S5Si2", "method": "the ωB97M-V functional and the def2-TZVPD basis", "charge": -2, "e_above_lowest_kj_mol": 48.51, "symbols": ["La", "C", "C", "N", "C", "C", "C", "C", "N", "C", "C", "F", "C", "F", "C", "C", "F", "C", "F", "H", "H", "H", "H", "H", "H", "H", "H", "H", "H", "H", "H", "H", "H", "H", "S", "C", "S", "C", "C", "S", "S", "S", "C", "C", "C", "C", "N", "C", "C", "C", "C", "C", "C", "C", "H", "H", "H", "H", "H", "H", "H", "H", "C", "Si", "C", "C", "C", "Si", "C", "C", "C", "H", "H", "H", "H", "H", "H", "H", "H", "H", "H", "H", "H", "H", "H", "H", "H", "H", "H", "H"], "coordinates": [[-0.009027, 0.367774, -0.517223], [-2.359615, -3.466464, -1.665722], [-3.014562, -2.605084, -0.597555], [-2.884095, -1.153273, -0.792874], [-3.525008, -0.717843, -2.044412], [-2.679877, -0.856026, -3.309465], [-3.536582, -0.485726, 0.344741], [-2.720967, -0.449667, 1.633063], [-1.693604, 0.596745, 1.579651], [-1.693287, 1.619260, 2.440624], [-0.701960, 2.628333, 2.276052], [0.210905, 2.432785, 1.285162], [-0.591961, 3.768287, 3.022718], [0.397645, 4.637189, 2.725439], [-1.464305, 4.050047, 4.062732], [-2.434357, 3.092194, 4.274383], [-3.335484, 3.281038, 5.271503], [-2.558944, 1.938666, 3.527714], [-3.585544, 1.115456, 3.873581], [-2.215381, -4.474952, -1.271562], [-1.377680, -3.076456, -1.940665], [-2.971301, -3.547489, -2.567410], [-2.561807, -2.847458, 0.360362], [-4.093466, -2.836728, -0.529344], [-3.773568, 0.334446, -1.915883], [-4.484917, -1.249089, -2.175018], [-1.620910, -0.686501, -3.106889], [-3.001619, -0.117516, -4.048595], [-2.744392, -1.843190, -3.762492], [-4.510752, -0.967267, 0.543243], [-3.735720, 0.538705, 0.056390], [-2.246787, -1.421265, 1.783176], [-3.419048, -0.311269, 2.451384], [-1.395710, 4.949827, 4.654067], [2.217623, -7.518340, -0.762279], [1.674689, -5.931386, -0.750115], [1.833873, -4.846959, -2.054251], [1.120356, -3.415056, -1.341313], [0.708462, -3.569604, -0.064339], [-0.030548, -2.373695, 0.959846], [0.981775, -5.162405, 0.606923], [1.041652, -1.981176, -2.326954], [2.588442, -1.560320, 3.242283], [3.561673, -2.118420, 2.429691], [3.834907, -1.534538, 1.206115], [3.135862, -0.389467, 0.829740], [2.123836, 0.087412, 1.569789], [1.871393, -0.490046, 2.745069], [3.502028, 0.376030, -0.393570], [4.865316, 0.510137, -0.666323], [5.293167, 1.200737, -1.790286], [4.334002, 1.743820, -2.634029], [2.982570, 1.601270, -2.330386], [2.491403, 0.919685, -1.205815], [2.323587, -1.994108, 4.197339], [4.086948, -3.015707, 2.736456], [4.571456, -1.950911, 0.533062], [1.025866, -0.091416, 3.296560], [5.594734, 0.086056, 0.017632], [6.350948, 1.317931, -1.997256], [4.635581, 2.284728, -3.525940], [2.287458, 2.052112, -3.026198], [-4.076939, 2.930105, 0.180032], [-2.866756, 3.473554, -1.149253], [-2.040795, 5.010836, -0.443546], [-4.098859, 4.064854, -2.461046], [-1.632375, 2.306919, -1.833277], [-0.486207, 3.164192, -2.960073], [0.894444, 4.029888, -2.036219], [-1.129688, 4.524367, -4.109505], [0.134463, 1.887110, -4.199408], [-4.573873, 3.837598, 0.546088], [-3.623496, 2.427734, 1.032280], [-4.852816, 2.277609, -0.234369], [-2.771835, 5.605246, 0.114509], [-1.625444, 5.640803, -1.235136], [-1.222289, 4.754822, 0.238700], [-4.850236, 4.732639, -2.020298], [-4.627774, 3.197282, -2.876343], [-3.620084, 4.585656, -3.289508], [-2.196398, 1.614170, -2.481733], [0.486144, 4.935388, -1.578709], [1.705457, 4.324013, -2.710957], [1.337496, 3.425916, -1.241466], [-1.532908, 5.382962, -3.566510], [-1.911431, 4.149416, -4.778193], [-0.295321, 4.880490, -4.726519], [0.467076, 0.943904, -3.749585], [0.959837, 2.258995, -4.816307], [-0.706167, 1.650480, -4.862773]], "forces_ev_per_a": [[-0.40, -0.90, 0.61], [0.01, -0.06, 0.01], [0.05, 0.06, -0.10], [0.07, 0.17, -0.12], [-0.07, -0.06, 0.06], [0.02, -0.04, -0.01], [-0.01, -0.06, -0.09], [0.05, 0.14, 0.00], [0.36, 0.01, -0.02], [-0.07, -0.28, -0.27], [0.09, 0.00, 0.03], [0.03, 0.03, -0.27], [0.08, -0.01, -0.06], [-0.06, -0.01, 0.05], [0.01, 0.05, 0.01], [-0.15, -0.12, 0.05], [0.08, 0.04, -0.05], [-0.02, 0.04, 0.05], [-0.02, 0.05, 0.09], [-0.01, 0.00, -0.01], [-0.08, 0.00, 0.02], [0.02, 0.00, 0.04], [0.01, 0.03, 0.00], [-0.02, -0.06, -0.01], [0.01, 0.03, -0.02], [-0.01, 0.01, -0.01], [-0.01, 0.03, 0.02], [-0.01, -0.02, 0.01], [-0.02, 0.03, 0.00], [-0.03, -0.03, 0.01], [-0.02, 0.05, 0.00], [0.05, 0.02, 0.04], [-0.04, -0.01, 0.01], [0.00, -0.03, -0.02], [-0.10, 0.04, -0.02], [0.27, -0.01, 0.10], [-0.02, 0.04, -0.32], [0.07, 0.14, -0.23], [-0.07, 0.15, 0.23], [0.11, -0.01, -0.12], [-0.19, -0.04, 0.23], [-0.09, 0.26, 0.10], [-0.01, -0.03, 0.02], [0.04, -0.06, -0.05], [0.03, -0.03, 0.18], [-0.01, 0.28, -0.06], [-0.08, -0.04, -0.10], [-0.13, 0.12, -0.12], [-0.01, -0.22, 0.10], [0.04, -0.01, -0.08], [-0.06, -0.01, 0.04], [-0.05, -0.07, 0.09], [0.12, -0.05, -0.10], [0.17, 0.40, 0.01], [0.03, 0.01, -0.01], [0.00, 0.01, -0.01], [0.00, -0.02, 0.01], [0.00, 0.03, -0.02], [0.00, 0.02, -0.02], [0.00, -0.01, 0.00], [0.00, 0.00, 0.00], [0.02, -0.01, 0.01], [-0.19, -0.04, 0.21], [0.13, -0.04, -0.02], [0.11, 0.16, 0.11], [-0.17, 0.07, -0.12], [-0.15, -0.19, 0.13], [0.08, -0.17, -0.08], [0.19, 0.17, 0.11], [-0.07, 0.15, -0.16], [0.11, -0.15, -0.13], [-0.01, -0.09, -0.02], [0.00, 0.03, 0.03], [0.01, 0.04, 0.05], [0.04, 0.00, -0.02], [-0.01, 0.01, 0.05], [-0.09, 0.02, -0.05], [0.04, -0.05, -0.04], [0.02, 0.07, 0.03], [-0.04, 0.01, -0.01], [0.07, -0.01, 0.05], [0.06, 0.00, 0.00], [-0.04, 0.03, 0.05], [-0.02, 0.04, -0.03], [0.03, -0.01, -0.03], [0.05, 0.03, 0.02], [-0.06, -0.01, 0.01], [0.00, 0.04, -0.04], [-0.08, -0.04, -0.01], [0.06, -0.03, 0.02]]}



(2)
{"formula": "C33H42N3", "method": "the ωB97M-V functional and the def2-TZVPD basis", "charge": 1, "e_above_lowest_kj_mol": 23.89, "symbols": ["C", "C", "C", "C", "C", "C", "N", "C", "N", "C", "C", "C", "C", "C", "C", "C", "C", "C", "C", "C", "C", "C", "C", "H", "H", "H", "H", "H", "H", "H", "H", "H", "H", "H", "H", "H", "H", "H", "H", "H", "H", "H", "H", "H", "H", "H", "H", "H", "H", "C", "C", "C", "N", "C", "C", "C", "C", "C", "C", "C", "C", "C", "H", "H", "H", "H", "H", "H", "H", "H", "H", "H", "H", "H", "H", "H", "H", "H"], "coordinates": [[-6.101091, -0.112811, -0.618161], [-4.692749, 0.119489, -1.053428], [-4.136425, 1.386631, -0.925433], [-2.842611, 1.657642, -1.349506], [-2.334059, 3.050635, -1.195247], [-2.075148, 0.602778, -1.872805], [-0.730891, 0.842419, -2.286080], [0.364800, 0.456768, -1.611183], [1.455092, 0.872799, -2.281510], [2.780523, 0.565289, -1.890542], [3.160571, -0.787045, -1.770661], [2.236484, -1.912665, -2.092497], [4.447536, -1.074998, -1.336026], [5.359205, -0.062246, -1.055954], [6.740315, -0.449703, -0.640623], [4.972707, 1.272688, -1.186022], [3.686896, 1.604732, -1.616060], [3.289136, 3.035235, -1.702041], [1.107713, 1.444164, -3.604137], [-0.397353, 1.356549, -3.635156], [-2.626385, -0.677944, -2.033492], [-1.844151, -1.788163, -2.649940], [-3.931058, -0.912856, -1.604463], [-6.373419, -1.157321, -0.784376], [-6.224602, 0.118313, 0.446543], [-6.796771, 0.527569, -1.174561], [-4.738943, 2.191791, -0.494256], [-1.296074, 3.162348, -1.510250], [-2.948279, 3.746987, -1.782154], [-2.414731, 3.368745, -0.147287], [2.814482, -2.844863, -2.065015], [1.419299, -2.000902, -1.363890], [1.795636, -1.833903, -3.094497], [4.756582, -2.118244, -1.226356], [7.335429, 0.439972, -0.424960], [6.709779, -1.081095, 0.256312], [7.239762, -1.029077, -1.429275], [5.691770, 2.062248, -0.950471], [4.129143, 3.651921, -1.364185], [3.057603, 3.337212, -2.728342], [2.423302, 3.273057, -1.072087], [1.461401, 2.471669, -3.681314], [1.561160, 0.840375, -4.399113], [-0.726585, 0.642281, -4.401989], [-0.882374, 2.317584, -3.797814], [-2.484670, -2.674497, -2.700326], [-1.526908, -1.552456, -3.673704], [-0.947738, -2.045684, -2.068088], [-4.377301, -1.906594, -1.721066], [-3.405892, -2.426395, 3.644823], [-2.607908, -3.177944, 2.586047], [-1.892600, -2.260591, 1.598066], [-1.185744, -1.163698, 2.272811], [-0.011084, -0.785906, 1.783833], [0.980990, -0.055080, 2.512178], [1.090037, -0.082473, 3.935629], [1.964960, 0.789234, 4.575575], [2.838413, 1.604486, 3.842804], [2.839033, 1.521690, 2.436141], [1.907900, 0.729264, 1.776135], [-1.950876, -0.400104, 3.266078], [-2.588471, -1.318131, 4.303638], [-4.302239, -1.990176, 3.188434], [-3.735758, -3.135986, 4.410450], [-1.856670, -3.817350, 3.071009], [-3.280669, -3.825969, 2.013893], [-1.143347, -2.844728, 1.045592], [-2.610538, -1.840392, 0.869984], [0.204342, -1.072583, 0.746310], [0.476664, -0.787705, 4.515680], [1.959691, 0.843289, 5.668002], [3.504671, 2.301066, 4.353270], [3.551279, 2.106316, 1.853752], [1.826008, 0.692150, 0.680542], [-1.309832, 0.328811, 3.777246], [-2.764656, 0.148756, 2.751840], [-3.242649, -0.719505, 4.950908], [-1.801102, -1.757186, 4.932833]], "forces_ev_per_a": [[-0.36, -0.14, 0.13], [0.19, 0.00, -0.03], [-0.15, -0.14, -0.07], [0.15, -0.56, 0.05], [0.18, 0.55, 0.04], [-0.33, 0.07, 0.01], [0.96, -0.19, -0.40], [-0.16, 0.16, 1.05], [-1.27, -0.14, -0.43], [0.61, -0.27, 0.13], [0.15, 0.62, 0.10], [-0.12, -0.66, -0.05], [-0.11, 0.16, -0.05], [-0.12, 0.05, -0.05], [0.37, -0.01, 0.18], [0.03, -0.43, -0.10], [-0.12, -0.77, 0.26], [0.11, 0.66, 0.01], [0.80, 0.05, -0.11], [-0.76, -0.17, -0.04], [-0.06, 0.34, 0.26], [0.15, -0.54, -0.13], [-0.08, 0.29, 0.05], [-0.15, 0.13, 0.07], [-0.04, -0.06, -0.16], [0.11, -0.17, 0.11], [0.18, -0.20, -0.16], [-0.06, -0.03, 0.07], [0.15, -0.14, 0.10], [0.08, -0.04, -0.22], [-0.23, 0.13, -0.04], [0.13, 0.08, -0.23], [0.00, 0.11, 0.23], [-0.08, 0.30, -0.07], [0.08, -0.17, 0.01], [0.07, 0.14, -0.15], [-0.09, 0.19, 0.18], [-0.24, -0.20, -0.12], [-0.23, 0.01, -0.08], [0.02, 0.02, 0.17], [0.05, -0.12, -0.15], [0.04, -0.06, -0.11], [0.05, 0.22, 0.13], [-0.15, 0.24, 0.15], [-0.03, 0.01, -0.13], [0.22, 0.05, -0.07], [0.01, -0.01, 0.22], [-0.16, 0.14, -0.17], [0.19, 0.34, 0.00], [-0.09, 0.03, 0.04], [0.24, -0.12, 0.18], [-0.49, -0.08, -0.84], [1.43, 0.66, -0.94], [-1.12, -0.71, 0.60], [0.86, 0.98, 0.71], [-0.30, 0.18, -0.55], [-0.01, -0.13, 0.16], [-0.40, -0.29, -0.73], [0.01, 0.17, 0.37], [-0.47, -0.47, 0.02], [-0.39, 0.19, 0.94], [0.02, -0.16, 0.11], [0.05, -0.03, 0.05], [-0.07, 0.13, -0.15], [-0.18, 0.08, -0.05], [0.23, 0.02, 0.07], [-0.28, 0.28, 0.08], [0.21, 0.02, 0.27], [0.04, -0.16, 0.32], [0.30, 0.46, -0.25], [0.12, -0.14, -0.40], [-0.14, -0.29, -0.14], [-0.21, -0.13, 0.15], [0.20, 0.16, 0.44], [-0.16, -0.20, -0.50], [0.49, -0.29, -0.17], [0.27, -0.08, -0.10], [-0.14, 0.08, -0.06]]}



Values for calculated total energy, eV, ordered as above
-121039.5513, -39367.1149